78
Properties=species:S:1:pos:R:3:mulliken_spin:R:1 method="wB97M-V/def2-TZVPD" spin_multiplicity=6 gap_ev="3.67 / 6.08" relative_energy_kj_mol=0.0 homo_ev="-4.166 / -6.811" e_tot_ha=-4533.0546
C -2.21 -4.20 2.60 0.0048
O -0.90 4.37 4.95 0.0712
C -0.57 3.26 2.90 0.2963
C 4.16 -2.85 -3.19 -0.0046
H -1.23 -0.44 -2.49 0.0201
C -3.61 -2.98 -0.65 0.0959
H -2.42 -4.74 -0.09 -0.0001
C 1.20 -3.16 -0.92 0.0700
C 2.27 1.31 -0.24 -0.0023
O -0.50 -3.46 0.44 -0.0026
C 2.24 -2.49 -1.74 0.0114
C 3.51 0.96 0.31 -0.0573
H -3.05 0.18 2.43 -0.0128
C 2.36 -1.09 -1.88 0.0394
H -0.98 1.84 4.60 0.0113
H -1.30 2.49 -5.61 0.0114
C -2.96 -0.46 0.36 0.1816
H -0.29 5.93 2.27 0.0004
C 0.42 2.55 -4.31 -0.0399
C -0.69 0.82 2.78 0.0761
C -2.96 -0.75 1.85 0.0251
H -4.12 -5.03 -0.38 0.0035
C 0.48 0.90 -2.52 -0.1121
C 3.41 -0.61 -2.69 -0.0091
H -1.09 -2.89 0.96 -0.0261
C 3.14 -3.35 -2.39 0.0206
H -2.75 -2.55 3.95 0.0018
C -0.24 2.04 0.81 0.2461
N -0.49 5.75 3.26 0.0162
C 3.82 3.19 1.18 -0.0168
H 5.10 -1.07 -3.96 0.0004
H 3.04 -4.43 -2.29 0.0005
S -1.37 -1.55 2.21 0.0051
Cr -0.31 -0.74 0.32 3.1194
H 5.24 1.59 1.42 0.0039
H -4.54 -2.49 -0.35 0.0020
N 0.33 -2.53 -0.20 -0.0762
S -2.01 1.48 -1.75 0.2172
C -3.42 -4.32 0.07 -0.0069
H 2.20 4.56 0.82 0.0042
S -3.87 -4.27 1.84 0.0002
H -2.34 0.57 -4.44 0.0020
H 1.04 -0.90 1.32 -0.0910
C 1.81 2.62 -0.02 0.0120
C -1.91 -2.88 3.33 0.0188
C -0.66 4.49 3.76 0.0167
H 3.89 -0.06 0.23 0.0022
H -0.03 2.07 -0.26 -0.1386
H -0.84 -0.16 3.24 0.0065
C -0.80 2.05 -4.75 0.0804
H 0.88 3.39 -4.82 -0.0012
H 0.82 2.92 -0.38 0.1353
C -1.39 0.97 -4.09 -0.0416
H -3.71 -3.19 -1.72 0.0050
H -1.07 -3.05 4.00 -0.0017
C -0.75 0.40 -2.99 0.1378
H -0.15 4.22 1.03 0.0361
H 1.19 -4.27 -0.94 -0.0072
P 1.21 0.08 -1.07 -0.0652
H -1.42 -4.45 1.89 -0.0026
H -2.36 0.44 0.16 -0.0474
C 1.05 1.98 -3.20 0.1088
C 4.30 -1.47 -3.34 0.0123
C -1.30 0.55 -0.89 0.4272
C 4.29 1.89 1.00 0.0488
H 4.42 3.92 1.72 -0.0011
H 4.85 -3.52 -3.69 0.0001
H -2.20 -5.00 3.36 0.0010
C -0.77 1.93 3.53 0.0065
N -0.42 0.91 1.39 0.1187
H 2.01 2.40 -2.89 0.0116
C 2.58 3.55 0.67 0.0340
S -2.18 -1.85 -0.50 0.0251
C -0.31 3.30 1.58 -0.0668
H -0.56 6.56 3.88 -0.0002
H -3.97 -0.25 -0.02 0.0194
H -3.81 -1.39 2.12 0.0048
H 3.55 0.46 -2.83 0.0044

90
Properties=species:S:1:pos:R:3:lowdin_charge:R:1 method="wB97M-V/def2-TZVPD" gap_ev=6.73 relative_energy_kj_mol=150.2 homo_ev=-9.595 e_tot_ha=-3641.6333 charge=+1
N -1.17 0.69 0.44 -0.0030
C -2.88 -2.46 3.62 -0.0999
C -1.53 -2.73 3.94 -0.1724
N 0.93 -0.89 -3.20 -0.1181
C -2.27 -2.44 1.29 -0.2370
S -0.05 1.29 3.48 0.6373
H -6.02 0.97 4.21 0.1098
H 1.13 -4.43 1.26 0.0961
C 4.38 2.99 -3.69 -0.0354
C -0.96 -2.74 1.54 -0.1726
C 3.99 3.24 -2.39 -0.0237
H 3.89 1.57 1.72 0.1156
H 2.36 -3.86 -3.39 0.1162
C -3.19 -2.27 2.29 -0.1700
C -1.58 1.64 4.09 -0.8160
H 4.68 1.35 -5.09 0.1016
H -0.07 -4.93 -0.07 0.1250
H 2.93 -2.47 -2.48 0.1235
F 0.63 -3.24 3.35 0.1162
H -4.96 2.88 5.46 0.1249
H 4.70 3.78 -4.37 0.1248
H -1.03 1.54 -0.02 0.0676
N -2.73 1.09 3.76 0.0925
F 0.71 -0.55 -6.21 0.0803
H -0.50 -3.36 -3.08 0.0672
C -3.88 1.47 4.34 -0.2767
H 3.57 3.25 0.36 0.1297
F 0.71 1.42 -1.77 -0.0393
C 1.74 -3.94 -0.68 -0.1612
C -2.76 3.17 5.61 -0.2447
C 3.70 1.16 0.74 -0.1859
H -5.13 0.13 -0.10 0.1052
F -4.46 -2.01 1.97 0.0988
H -3.41 4.96 6.41 0.0979
H -3.09 0.74 1.24 0.1483
H 2.51 -3.26 -0.34 0.1080
H -0.59 -4.50 -1.65 0.0970
H 2.26 -4.87 -0.84 0.1242
H -4.88 0.25 3.04 0.0600
F 0.57 3.82 -3.02 0.1306
H -4.80 -0.61 -1.65 0.1139
Y 0.19 -1.15 -0.98 1.4204
C 2.06 -2.97 -2.93 -0.2102
C 0.72 0.24 -3.91 -0.2359
C 0.57 2.70 -3.71 -0.1932
H -1.59 4.73 6.51 0.1035
C -3.95 2.59 5.21 0.0399
C 2.73 0.09 1.06 -0.2545
C 3.62 2.23 -1.56 -0.2670
H -0.81 0.70 1.39 -0.0352
H 3.06 -0.18 -0.82 0.0710
C 0.03 -4.01 -2.44 -0.0535
N -4.49 -0.13 -0.81 0.1341
C 0.68 1.76 -5.90 -0.1292
N -0.03 -2.86 0.51 -0.1583
C -2.60 4.25 6.64 0.0024
N -2.57 0.43 0.41 -0.0444
F -3.88 -2.54 4.56 0.0832
F 0.48 1.85 -7.21 0.1248
C 4.39 1.67 -4.13 -0.0297
H 2.07 2.35 -0.12 0.1106
C 0.61 2.89 -5.12 -0.1463
C -5.00 0.57 4.07 -0.0075
C 0.65 1.50 -3.19 -0.1330
H 3.22 -0.52 1.80 0.1244
C -0.58 -2.86 2.95 -0.1284
H 4.64 0.76 0.37 0.1299
H 0.72 -2.49 -4.54 0.1113
H -2.65 3.83 7.68 0.1136
F -2.65 -2.50 0.04 0.0829
H -0.79 3.07 5.41 0.1321
H 2.32 -1.64 -4.62 0.1379
C 3.17 2.34 -0.13 -0.0951
N 3.68 0.92 -1.93 0.0909
O 2.40 -0.58 -0.15 -0.2021
H 4.16 -0.31 -3.44 0.0961
C 0.64 -4.15 0.38 -0.2083
C 1.50 -2.02 -3.94 -0.2191
H 0.38 -4.79 -3.06 0.0880
C 0.66 0.45 -5.31 -0.1243
H 1.92 0.61 1.61 0.0689
H -4.78 -0.38 4.52 0.0816
S -2.16 -0.23 -2.08 0.7076
F -1.09 -2.74 5.17 0.1490
C -3.15 0.03 -0.73 -0.8216
F 0.44 4.14 -5.54 0.1258
H 3.93 4.27 -2.07 0.1247
C 4.17 0.70 -3.14 -0.1034
N 1.14 -3.26 -1.85 -0.2972
N -1.63 2.76 4.93 0.0864

85
Properties=species:S:1:pos:R:3:lowdin_charge:R:1 method="wB97M-V/def2-TZVPD" gap_ev=6.56 homo_ev=-5.577 e_tot_ha=-2835.4405 charge=-1
C -1.43 -1.82 2.71 -0.0030
H 3.58 1.78 -3.52 0.1338
H 3.48 0.21 4.67 0.1070
H -1.55 -2.96 5.92 0.1158
H 2.02 -3.40 1.64 0.1243
C -6.75 -3.36 -0.73 -0.0587
C -7.78 -4.49 1.13 -0.0174
O 2.20 4.86 -3.92 0.0787
O 6.08 0.20 -3.08 0.1037
H -2.06 -5.12 2.27 0.1066
O 0.23 5.21 -3.13 0.0842
H 0.17 -0.40 -2.65 0.0818
N -6.40 -5.62 2.83 -0.3554
O -1.03 -0.60 6.03 0.0487
O 4.37 0.85 -1.79 -0.0355
C 3.16 -0.58 4.01 -0.0568
C -1.06 1.30 -3.16 -0.2123
H -4.61 -3.44 -0.82 0.1152
C 2.71 9.15 -1.59 -0.0781
C 1.85 6.79 -2.72 -0.1411
C -1.87 -4.19 2.79 -0.0716
O -1.36 -0.04 -0.33 -0.3679
H -1.71 -3.05 0.98 0.0977
C 0.90 2.15 -1.95 -0.1906
O 4.03 -3.34 0.33 0.0653
H 3.84 6.59 -3.49 0.1203
H 3.05 10.07 -1.14 0.1041
H -2.00 -5.08 4.74 0.1061
C 5.11 -0.11 -2.43 -0.5072
C 1.50 -2.18 3.32 -0.0414
H 2.70 0.41 -2.90 0.1151
H -0.06 7.23 -1.84 0.1210
C -6.52 -4.85 1.58 -0.1498
H -4.39 -4.76 1.24 0.1021
H 5.57 -2.17 -2.52 0.0899
O -3.21 -0.71 -1.77 -0.3804
C -0.88 -0.22 -2.88 -0.2593
O -1.36 -2.21 -1.30 -0.4059
H 4.61 8.71 -2.48 0.1061
H 2.83 3.26 -1.86 0.0942
N -1.10 -0.56 4.81 -0.3703
C 3.58 -2.03 2.16 -0.1424
H -1.48 1.83 -2.30 0.1039
H 3.94 -1.85 -3.04 0.0928
H 2.62 1.98 -0.70 0.1161
H -8.87 -3.45 -0.39 0.1025
C 4.01 -1.02 3.00 -0.0072
C -1.38 -1.82 4.10 -0.1940
H -6.84 -2.77 -1.63 0.1114
C 0.38 1.86 -3.36 -0.2162
C -1.84 -4.17 4.18 -0.0657
C 3.26 1.30 -2.59 -0.1820
H 4.98 -0.56 2.88 0.1161
C -7.89 -3.75 -0.03 -0.0738
H -1.09 -0.76 -3.81 0.1008
C -1.59 -2.98 4.84 -0.0168
C 0.96 7.55 -1.98 -0.0005
H -1.28 -0.92 2.13 0.1206
H 4.34 -1.83 -1.31 0.0481
O 5.55 -1.95 0.96 0.0757
O -0.94 0.44 4.15 0.0935
C -1.68 -3.03 2.06 -0.0406
N 1.39 5.52 -3.30 -0.3352
H -1.68 1.50 -4.03 0.1026
C 1.40 8.74 -1.41 -0.0684
S -1.79 -0.83 -1.47 0.3531
O -7.42 -5.94 3.39 0.0629
H 0.93 1.08 -3.91 0.0936
H 0.49 3.13 -1.68 0.1004
H -8.67 -4.79 1.67 0.1133
C 4.69 -1.56 -2.31 0.0184
N 4.46 -2.47 1.07 -0.3539
H 0.37 2.74 -4.01 0.0849
C 2.43 2.26 -1.75 -0.1538
C 1.91 -1.16 4.17 -0.0460
O -5.28 -5.90 3.22 0.0675
C 3.16 7.19 -2.91 -0.0018
C 2.34 -2.62 2.31 0.0267
C 3.59 8.38 -2.34 -0.0692
H 0.47 1.45 -1.22 0.1009
H 0.71 9.34 -0.83 0.1065
C -5.38 -4.48 0.89 0.0070
C -5.49 -3.74 -0.27 -0.0362
H 0.52 -2.63 3.44 0.0726
H 1.25 -0.81 4.95 0.0931

85
Properties=species:S:1:pos:R:3:lowdin_charge:R:1 method="wB97M-V/def2-TZVPD" gap_ev=5.88 relative_energy_kj_mol=189.8 homo_ev=-16.047 e_tot_ha=-6409.8742 charge=+3
C -3.43 2.49 3.37 0.0453
O -3.06 -0.52 4.21 0.1178
H -2.46 -7.13 1.65 0.1076
O -2.63 1.49 0.46 0.0347
H -4.17 -5.13 1.96 0.1109
C 3.87 1.05 -2.20 -0.1414
H 5.63 0.16 -3.03 0.1230
C -1.78 -6.65 2.36 -0.2691
S -1.82 -4.90 1.95 0.6799
H -1.57 -1.67 -1.95 0.0314
H -3.16 -6.38 4.02 0.0812
H 2.35 -1.95 -4.37 0.1544
N -2.98 -2.12 1.05 0.0910
H 4.09 0.72 -1.19 0.0975
C -2.07 2.33 1.18 -0.4876
C 4.74 0.73 -3.23 -0.0457
O -1.70 -4.08 3.13 -0.3040
H -2.09 3.32 6.39 0.1390
O 0.59 1.38 1.73 -0.4263
C 5.58 3.74 0.78 -0.0453
H -0.01 3.42 5.04 0.1449
N 0.00 0.27 -4.69 -0.1027
C 4.47 5.70 -0.06 -0.0419
C 2.73 1.81 -2.45 -0.4721
C -2.05 -2.34 -1.24 0.0355
H -4.38 -3.16 -0.07 0.1281
H 4.45 1.92 0.78 0.1060
C -1.57 -0.68 1.95 -0.0417
H -2.30 -7.92 4.01 0.0951
N -1.22 -0.86 0.62 -0.0080
H 2.49 -1.40 -1.77 0.1073
H -0.70 2.20 -5.13 0.1008
C 0.93 -0.54 -5.29 0.0106
C 3.36 3.58 -0.07 -0.4515
C 3.34 4.94 -0.34 -0.1400
H 6.47 5.68 0.71 0.1239
N -3.38 -1.42 3.47 -0.2989
C 0.06 0.09 -3.36 -0.5732
C -2.20 -6.86 3.81 -0.1018
H -3.04 -2.59 -1.61 0.1053
C -2.66 -1.44 2.21 -0.1046
C -0.93 1.16 -5.37 0.0028
H 5.17 0.95 -5.32 0.1236
Ti -0.49 0.98 0.17 0.6852
H 1.07 -0.58 -6.36 0.1534
Se -1.13 1.02 -2.19 0.8974
C 4.47 1.17 -4.52 -0.0436
O 1.21 3.75 1.88 -0.2145
H -4.78 -2.96 1.63 0.1207
H -1.47 -3.27 -1.16 0.1011
H -4.38 2.27 2.91 0.1478
C 1.56 -1.22 -4.31 0.0095
H 0.99 -0.85 -1.01 0.0441
H -1.00 -0.12 2.66 0.1354
H -1.95 0.96 -5.05 0.0946
S 0.15 2.82 1.95 0.7280
C 2.46 2.24 -3.75 -0.1434
C -2.28 2.57 2.62 -0.1329
N 1.01 -0.83 -3.11 -0.0840
H -1.46 -6.45 4.49 0.0869
C -2.10 -1.75 0.12 -0.2677
C -2.13 3.09 5.33 0.0194
H 3.12 2.25 -5.79 0.1219
H 2.45 5.40 -0.76 0.0974
H 1.59 2.87 -3.93 0.1009
H -4.23 2.70 5.35 0.1391
C -3.98 -3.20 0.94 -0.0705
C -3.34 2.75 4.74 0.0118
C 4.45 2.97 0.52 -0.1141
C -1.06 2.89 3.24 -0.1920
N -0.92 2.86 0.69 -0.1738
C 1.41 -1.41 -1.85 0.0159
H -0.77 -6.99 2.16 0.1151
H -0.85 1.02 -6.44 0.1149
H 4.46 6.76 -0.27 0.1235
O -0.89 -4.58 0.88 -0.3382
O -4.23 -2.25 3.66 0.1514
Te 1.59 2.63 -0.84 1.5979
H -3.48 -5.24 0.31 0.1065
C 5.59 5.09 0.50 -0.0353
H 1.07 -2.44 -1.78 0.1182
C -0.95 3.16 4.58 0.0273
C -3.50 -4.66 1.24 -0.1572
H 6.45 3.27 1.22 0.1217
C 3.32 1.91 -4.78 -0.0612